Here is 3 unconnected molecules or ions with the total composition C5H14NO3S from the OMol25 dataset. Energies are from wB97M-V/def2-TZVPD.

Calculated values
E ... -23881.9230 eV
Net charge ... -1
Orbital gap ... 6.56 eV
Energy above the lowest of the compared OMol25 structures with the same formula, charge and spin ... 0.000 eV

Each atom is followed by the atoms it is bonded to, with distances in Å.
Geometry (Å):
1 C -1.28699 0.39514 -0.93719  C2 1.531, C4 1.505, H9 1.089, H10 1.094
2 C -0.96199 -0.31343 -2.25519  C1 1.531, S3 1.831, H11 1.091, H12 1.093
3 S -0.02041 -1.86243 -1.99786  C2 1.831
4 C -0.08770 0.40080 -0.02797  C1 1.505, N5 1.395, O8 1.229
5 N -0.09187 -0.31917 1.16728  C4 1.395, C6 1.455, C7 1.458
6 C -0.98336 -1.45817 1.32302  N5 1.455, H13 1.095, H14 1.084, H15 1.093
7 C 1.23134 -0.56564 1.72781  N5 1.458, H16 1.085, H17 1.094, H18 1.089
8 O 0.83845 1.18204 -0.23657  C4 1.229
9 H -2.15513 -0.07733 -0.47921  C1 1.089
10 H -1.54803 1.43723 -1.14558  C1 1.094
11 H -1.86249 -0.50975 -2.83955  C2 1.091
12 H -0.35484 0.34997 -2.87572  C2 1.093
13 H -0.98179 -1.75179 2.37757  C6 1.095
14 H -2.00278 -1.19257 1.06760  C6 1.084
15 H -0.68705 -2.30116 0.69443  C6 1.093
16 H 1.85677 0.31437 1.62463  C7 1.085
17 H 1.69259 -1.41599 1.21701  C7 1.094
18 H 1.14665 -0.78098 2.79221  C7 1.089
19 H -0.30309 1.60847 2.28258  O21 0.967
20 H 0.49182 2.55041 1.46125  O21 0.982
21 O -0.00044 2.52661 2.31090  H19 0.967, H20 0.982
22 H 1.80293 1.05797 -1.80692  O24 0.983
23 H 2.01673 -0.09671 -2.79469  O24 0.959
24 O 2.25069 0.82210 -2.64983  H22 0.983, H23 0.959

Charges per atom according to Mulliken partitioning, unit e:
1 C -0.66
2 C -0.90
3 S -0.60
4 C 0.61
5 N 0.20
6 C -1.05
7 C -1.07
8 O -0.79
9 H 0.33
10 H 0.27
11 H 0.38
12 H 0.29
13 H 0.29
14 H 0.32
15 H 0.30
16 H 0.32
17 H 0.36
18 H 0.38
19 H 0.39
20 H 0.34
21 O -0.68
22 H 0.42
23 H 0.27
24 O -0.71